Entry 1:
A molecular structure, C3H7FO2Pm in a non-equilibrium geometry. Source: the Open Molecules 2025 dataset; level of theory: ωB97M-V/def2-TZVPD.

CARTESIAN COORDINATES (ANGSTROEM)
Pm: 1.315 0.612 0.004
F: 2.114 -0.902 1.561
O: -0.485 1.736 0.086
O: -1.092 -0.912 0.136
C: -1.027 -2.121 0.726
C: -2.111 0.020 0.574
C: -1.813 1.369 -0.061
H: -0.522 -2.876 0.118
H: -2.488 2.096 0.429
H: -2.059 0.081 1.671
H: 1.874 -0.656 2.508
H: -3.084 -0.376 0.255
H: -2.108 1.323 -1.128
H: -1.831 -2.388 1.418

Results
- Net charge: +2
- Highest occupied orbital energy (spin up / spin down): -15.44 / -18.21 eV
- 2S+1: 6
- ⟨S²⟩: 8.769
- Orbital gap (spin up / spin down): 4.20 / 9.00 eV
- LUMO energy (spin up / spin down): -0.41307 / -0.33856 Eh


Entry 2:
C7H6S in the gas phase in a non-equilibrium geometry. Source: the Open Molecules 2025 dataset; level of theory: ωB97M-V/def2-TZVPD.

CARTESIAN COORDINATES (ANGSTROEM)
S: -1.015 1.344 -0.689
C: 0.305 0.113 1.401
C: 0.614 0.346 2.523
C: -1.598 -2.180 -0.345
C: 1.177 -0.134 -0.980
C: 2.484 -0.089 -0.596
C: -0.866 -1.260 -0.174
C: 0.007 -0.075 0.020
H: -2.191 1.056 -0.065
H: -2.130 -3.108 -0.641
H: 0.883 0.621 3.554
H: 2.922 -0.201 0.472
H: 3.262 -0.015 -1.429
H: 0.764 -0.177 -1.974

Results
- Highest occupied orbital energy: -9.29 eV
- 2S+1: 1
- SMILES: C#CC(S)(C#C)C=C
- Orbital gap: 10.03 eV
- LUMO energy: 0.02744 Eh


Entry 3:
C10H14 in the gas phase in a non-equilibrium geometry. Source: the Open Molecules 2025 dataset; level of theory: ωB97M-V/def2-TZVPD.

CARTESIAN COORDINATES (ANGSTROEM)
C: -1.635 0.420 -1.156
C: -1.100 -0.763 -1.210
C: 0.771 -2.085 0.036
C: 0.431 0.584 0.015
C: 1.134 1.024 -1.217
C: -0.131 -0.891 -0.003
C: -1.021 -0.812 1.233
C: -1.046 1.190 0.085
C: -1.583 0.414 1.232
C: 1.198 1.007 1.185
H: 2.260 0.387 1.234
H: -1.258 -1.765 1.714
H: 1.258 -2.481 0.948
H: 0.689 0.847 2.209
H: -2.455 0.763 1.705
H: 1.541 2.043 1.063
H: 1.020 2.215 -1.092
H: 1.608 -2.020 -0.851
H: 0.702 0.641 -2.132
H: -2.340 0.771 -1.899
H: -1.110 -1.666 -1.916
H: 2.223 0.873 -0.968
H: 0.213 -2.971 -0.244
H: -1.371 2.276 0.028

Results
- Highest occupied orbital energy: -8.52 eV
- 2S+1: 1
- SMILES: CC1(C)[C@H]2C=C[C@]1(C)C=C2
- Orbital gap: 9.46 eV
- LUMO energy: 0.03465 Eh


Entry 4:
C3H7NO2 in the gas phase in a non-equilibrium geometry. Source: the Open Molecules 2025 dataset; level of theory: ωB97M-V/def2-TZVPD.

CARTESIAN COORDINATES (ANGSTROEM)
O: -0.941 1.578 -2.041
O: 0.237 0.958 0.031
N: -1.061 0.270 -1.662
C: -0.496 -1.458 -0.072
C: 0.940 0.663 1.179
C: -0.490 -0.030 -0.578
H: -0.961 -1.628 0.888
H: 1.701 1.445 1.413
H: -1.033 -1.984 -0.822
H: 0.444 -1.973 0.028
H: 0.294 0.617 2.091
H: 1.525 -0.319 0.976
H: -0.159 1.863 -1.431

Results
- Highest occupied orbital energy: -9.09 eV
- 2S+1: 1
- SMILES: CO/C(C)=N\O
- Orbital gap: 9.81 eV
- LUMO energy: 0.02646 Eh


Entry 5:
A molecular structure, C3H4O2Sm in a non-equilibrium geometry. Source: the Open Molecules 2025 dataset; level of theory: ωB97M-V/def2-TZVPD.

CARTESIAN COORDINATES (ANGSTROEM)
Sm: 0.035 4.231 0.574
O: -1.029 1.946 0.129
O: -3.512 -0.157 0.038
C: -1.142 0.788 0.538
C: -1.324 -0.485 -0.674
C: -2.336 -0.661 0.320
H: -1.572 -0.276 -1.720
H: -0.628 0.504 1.473
H: -0.417 -1.057 -0.417
H: -4.205 -0.820 0.165

Results
- Net charge: +3
- Highest occupied orbital energy (spin up / spin down): -22.35 / -21.20 eV
- 2S+1: 6
- ⟨S²⟩: 8.866
- Orbital gap (spin up / spin down): 7.85 / 6.39 eV
- LUMO energy (spin up / spin down): -0.53288 / -0.54412 Eh


Entry 6:
4 unconnected molecules or ions with the total composition C35H63ClF5N5O3 in a non-equilibrium geometry. Source: the Open Molecules 2025 dataset; level of theory: ωB97M-V/def2-TZVPD.

CARTESIAN COORDINATES (ANGSTROEM)
Cl: -0.303 -0.565 2.696
F: 4.113 -1.875 2.263
F: 5.869 -2.126 0.542
F: 4.286 -3.029 -0.610
F: 2.480 -2.122 0.843
F: 4.844 -0.980 -0.954
O: 1.234 3.491 -1.787
O: -1.687 -4.200 -3.917
O: 0.397 0.979 5.599
N: 0.800 1.763 6.534
N: 0.736 3.698 -2.957
N: 0.313 -0.408 0.091
N: -2.812 -4.725 -3.573
N: -0.939 -2.101 0.610
C: 1.116 0.820 0.194
C: -4.123 -4.679 -5.685
C: -0.371 0.909 8.552
C: -5.269 -4.245 -3.458
C: 3.376 0.023 1.111
C: -3.964 -4.083 -4.282
C: 3.021 0.922 5.890
C: 2.651 4.661 -4.208
C: -0.026 3.408 8.234
C: 2.863 2.513 7.749
C: 3.648 -1.457 1.064
C: -0.058 4.965 -3.023
C: -0.280 2.048 7.531
C: -0.783 5.175 -1.699
C: -1.140 4.870 -4.131
C: -4.105 -6.204 -5.722
C: -2.866 -6.741 -5.011
C: 0.070 -1.107 -1.071
C: -1.618 2.158 6.808
C: 2.584 0.562 -0.096
C: 1.868 5.956 -4.408
C: -0.721 -2.174 -0.743
C: -3.700 -2.588 -4.421
C: 1.974 0.186 8.039
C: -0.305 -1.027 1.094
C: 4.688 -1.913 -0.014
C: 0.971 0.493 9.147
C: 2.140 1.346 7.058
C: 0.872 6.159 -3.268
C: 2.556 2.229 -3.653
C: -3.834 -6.846 -2.700
C: 1.054 3.122 -5.379
C: 1.739 3.447 -4.041
C: -2.738 -6.223 -3.580
C: -1.404 -6.657 -2.985
H: 0.832 -0.393 9.769
H: 4.307 0.567 1.230
H: 1.356 1.271 9.810
H: -5.053 -4.303 -6.115
H: 3.282 4.765 -3.320
H: 3.002 1.527 -0.366
H: 1.431 6.366 -2.350
H: -5.078 -4.636 -2.461
H: -1.579 2.911 6.020
H: 0.722 1.527 -0.531
H: -1.977 -6.455 -5.581
H: -1.118 -2.926 -1.401
H: -2.886 -7.832 -4.990
H: 3.323 4.487 -5.051
H: -1.406 4.315 -1.450
H: -3.805 -6.433 -1.690
H: -3.666 -7.919 -2.625
H: 1.354 5.951 -5.373
H: -0.561 -6.352 -3.602
H: -5.757 -3.282 -3.312
H: 3.158 2.422 -2.767
H: 0.990 1.231 1.188
H: 0.255 7.039 -3.461
H: -4.104 -6.540 -6.760
H: 3.230 1.939 -4.458
H: -0.942 5.543 -4.966
H: -1.268 -6.243 -1.984
H: -0.095 5.349 -0.875
H: -1.925 1.213 6.364
H: -1.386 -7.743 -2.907
H: 4.023 0.706 6.260
H: -5.014 -6.611 -5.272
H: -4.579 -2.117 -4.857
H: 2.397 2.829 8.678
H: 2.926 3.378 7.088
H: -1.232 3.862 -4.528
H: 2.949 -0.055 8.467
H: -0.822 0.037 8.068
H: -5.991 -4.901 -3.943
H: 0.776 3.968 7.761
H: 0.221 3.292 9.289
H: 1.808 2.809 -6.101
H: -3.313 -4.307 -6.320
H: -1.056 1.213 9.345
H: 2.647 0.026 5.398
H: 3.097 1.720 5.149
H: 2.813 0.194 2.027
H: -3.511 -2.129 -3.449
H: 1.643 -0.704 7.494
H: -2.121 5.126 -3.736
H: 2.710 -0.066 -0.971
H: 0.457 -0.809 -2.025
H: 0.531 3.966 -5.818
H: -2.851 -2.379 -5.069
H: 0.342 2.302 -5.264
H: -2.380 2.453 7.528
H: 1.894 1.384 -3.445
H: 3.880 2.209 7.997
H: -1.426 6.050 -1.789
H: -0.908 4.044 8.176
H: 2.560 6.799 -4.438
H: -4.839 -6.714 -3.092
H: -1.481 -2.769 1.131

Results
- Net charge: +1
- Highest occupied orbital energy (spin up / spin down): -10.21 / -11.33 eV
- 2S+1: 4
- ⟨S²⟩: 3.763
- Orbital gap (spin up / spin down): 8.09 / 9.18 eV
- LUMO energy (spin up / spin down): -0.07790 / -0.07891 Eh


Which value of 2S+1 does entry 2 give? 1


Which value of 2S+1 does entry 6 give? 4